75
Properties=species:S:1:pos:R:3:lowdin_charge:R:1 method="wB97M-V/def2-TZVPD" smiles="CCC(=O)OCCc1c(CCOC=O)cc2ncc([PH2]=O)nc2c1F.COCCOC.COCCOC" orbital_gap_ev=7.1 charge=0
C -1.034 1.827 -3.961 -0.135
C 0.023 0.554 -4.201 -0.130
C 1.318 0.864 -3.244 -0.245
O 1.140 1.756 -2.231 -0.040
O 2.648 0.242 -3.332 -0.111
C 2.609 -1.207 -3.078 -0.173
C 3.235 -1.636 -1.590 -0.098
C 2.235 -0.890 -0.478 -0.029
C 2.726 0.379 0.474 -0.068
C 4.285 0.859 0.307 -0.123
C 4.608 2.370 0.869 -0.175
O 5.405 2.333 2.136 -0.121
C 6.640 3.135 1.994 -0.143
O 7.717 2.920 2.785 -0.061
C 1.607 1.023 1.483 0.057
C 0.043 0.447 1.536 -0.122
N -0.897 1.149 2.474 0.051
C -2.274 0.550 2.507 -0.042
C -2.667 -0.730 1.583 -0.290
P -4.482 -1.408 1.787 0.753
O -4.560 -2.101 3.240 -0.551
N -1.805 -1.455 0.588 0.058
C -0.448 -0.808 0.623 -0.082
C 0.701 -1.468 -0.399 0.016
F 0.280 -2.632 -1.263 -0.098
H -1.929 1.812 -4.716 0.079
H -1.426 1.851 -2.856 0.085
H -0.451 2.846 -4.128 0.091
H -0.559 -0.395 -3.772 0.129
H 0.260 0.440 -5.341 0.124
H 3.317 -1.706 -3.898 0.145
H 1.522 -1.606 -3.252 0.118
H 3.128 -2.801 -1.490 0.127
H 4.355 -1.302 -1.488 0.112
H 4.998 0.124 0.921 0.149
H 4.613 0.763 -0.814 0.115
H 5.331 2.870 0.062 0.126
H 3.672 3.068 0.958 0.136
H 6.752 4.041 1.230 0.168
H 1.891 1.955 2.174 0.111
H -3.070 1.025 3.222 0.109
H -5.465 -0.350 1.643 0.006
H -4.672 -2.493 0.833 0.017
C 0.717 -7.749 -3.514 -0.112
O -0.481 -7.057 -3.180 -0.195
C -0.223 -5.764 -2.624 -0.193
C -0.441 -4.659 -3.660 -0.195
O 0.532 -4.729 -4.707 -0.203
C 0.009 -5.323 -5.890 -0.111
H 0.454 -8.608 -4.136 0.089
H 1.413 -7.116 -4.073 0.083
H 1.199 -8.112 -2.601 0.087
H 0.789 -5.715 -2.201 0.124
H -0.935 -5.623 -1.803 0.126
H -0.312 -3.688 -3.170 0.093
H -1.459 -4.696 -4.068 0.128
H -0.656 -4.615 -6.397 0.086
H -0.533 -6.247 -5.676 0.084
H 0.844 -5.556 -6.556 0.089
C -1.748 3.675 5.364 -0.111
O -2.519 4.144 4.264 -0.207
C -3.923 3.955 4.466 -0.207
C -4.606 5.259 4.884 -0.195
O -4.174 5.679 6.182 -0.195
C -3.213 6.727 6.118 -0.111
H -0.728 4.054 5.254 0.091
H -2.146 4.024 6.322 0.084
H -1.717 2.581 5.352 0.079
H -4.108 3.160 5.200 0.126
H -4.341 3.630 3.508 0.117
H -5.685 5.086 4.948 0.122
H -4.437 6.049 4.140 0.126
H -3.708 7.667 5.851 0.087
H -2.422 6.510 5.397 0.083
H -2.760 6.839 7.107 0.090

=====

64
Properties=species:S:1:pos:R:3:nbo_charge:R:1 method="wB97M-V/def2-TZVPD" e_above_lowest_kcal_mol=2.33 orbital_gap_ev=6.8 charge=+2
C -8.994 -3.262 0.152 -0.601
C -9.005 -1.799 0.568 -0.390
C -8.013 -0.961 -0.234 -0.395
H -8.268 -1.028 -1.294 0.206
H -7.013 -1.387 -0.109 0.168
C -8.032 0.505 0.196 -0.399
C -7.215 1.427 -0.709 -0.396
C -5.721 1.109 -0.788 -0.403
H -5.578 0.085 -1.133 0.215
H -5.257 1.778 -1.516 0.215
C -5.031 1.297 0.573 -0.232
N -3.607 1.068 0.450 -0.231
C -3.118 -0.178 0.548 0.104
C -1.784 -0.447 0.357 -0.193
C -0.889 0.593 0.059 0.028
C -1.434 1.884 -0.034 -0.203
C -2.780 2.083 0.157 0.114
H -3.216 3.068 0.080 0.255
H -0.815 2.731 -0.283 0.257
C 0.533 0.343 -0.147 0.027
C 1.509 1.296 0.190 -0.195
C 2.839 1.029 -0.026 0.112
N 3.247 -0.129 -0.570 -0.231
C 2.340 -1.062 -0.897 0.104
C 0.995 -0.862 -0.699 -0.193
H 0.306 -1.632 -1.006 0.255
H 2.710 -1.979 -1.332 0.256
C 4.660 -0.403 -0.729 -0.231
H 5.183 0.528 -0.951 0.242
H 4.798 -1.093 -1.564 0.236
C 5.233 -1.032 0.552 -0.396
C 6.661 -1.539 0.345 -0.395
C 7.684 -0.438 0.080 -0.404
C 9.102 -1.017 0.030 -0.388
C 10.163 0.024 -0.314 -0.393
C 10.403 1.044 0.786 -0.607
H 11.222 1.705 0.516 0.225
H 9.520 1.659 0.956 0.189
H 10.652 0.549 1.723 0.207
H 9.896 0.534 -1.243 0.194
H 11.104 -0.501 -0.507 0.216
H 9.339 -1.467 0.996 0.203
H 9.126 -1.808 -0.722 0.205
H 7.476 0.053 -0.873 0.186
H 7.627 0.309 0.873 0.202
H 6.677 -2.259 -0.475 0.205
H 6.952 -2.074 1.251 0.231
H 5.218 -0.296 1.359 0.214
H 4.600 -1.872 0.847 0.212
H 3.603 1.748 0.231 0.256
H 1.235 2.234 0.644 0.256
H -1.438 -1.461 0.473 0.255
H -3.817 -0.965 0.790 0.257
H -5.446 0.592 1.294 0.241
H -5.204 2.313 0.932 0.237
H -7.345 2.458 -0.376 0.212
H -7.614 1.360 -1.723 0.230
H -9.064 0.856 0.170 0.230
H -7.698 0.592 1.233 0.185
H -10.010 -1.395 0.433 0.208
H -8.771 -1.721 1.634 0.194
H -8.008 -3.702 0.294 0.193
H -9.259 -3.364 -0.899 0.208
H -9.710 -3.829 0.740 0.225

=====

71
Properties=species:S:1:pos:R:3:lowdin_charge:R:1 method="wB97M-V/def2-TZVPD" orbital_gap_ev=2.9 charge=-1
C 0.805 -0.045 4.828 -0.130
C 1.383 -0.949 3.655 -0.275
C 0.598 -0.624 2.304 -0.189
C 1.206 -1.610 1.181 -0.168
C 1.415 -0.896 -0.199 -0.132
C 2.841 -0.407 -0.475 0.024
C 3.189 0.288 -1.697 -0.164
C 4.622 0.836 -1.986 -0.117
C 4.547 2.432 -1.778 -0.153
O 5.103 3.167 -2.897 -0.055
C 6.045 4.097 -2.445 -0.451
O 5.786 5.076 -1.787 0.115
C 7.554 3.798 -2.790 -0.126
C 7.760 2.228 -2.814 -0.114
C 2.120 0.487 -2.730 -0.269
N 2.275 1.103 -3.966 -0.226
S 0.771 1.034 -4.676 0.983
N -0.170 0.280 -3.522 -0.232
C 0.683 0.004 -2.469 -0.252
C 0.326 -0.690 -1.169 -0.082
C -1.117 -1.165 -0.817 -0.188
C -1.521 -2.564 -1.435 -0.231
C -3.103 -2.735 -1.194 -0.486
S -3.522 -3.365 0.482 0.801
C -4.395 -2.021 1.438 -0.991
S -3.554 -0.633 1.712 0.734
N -5.740 -2.317 1.822 -0.236
C -5.839 -3.177 3.011 -0.252
C -7.290 -3.730 3.320 -0.083
C -6.647 -1.153 1.822 -0.257
C -6.603 -0.207 3.090 -0.116
H 1.148 1.022 4.673 0.078
H 1.174 -0.439 5.813 0.063
H -0.321 -0.115 4.789 0.071
H 2.496 -0.783 3.514 0.105
H 1.251 -2.044 3.883 0.105
H 0.785 0.431 1.957 0.125
H -0.487 -0.829 2.504 0.080
H 0.430 -2.417 1.045 0.102
H 2.133 -2.125 1.560 0.106
H 3.624 -0.573 0.316 0.108
H 4.971 0.606 -3.026 0.114
H 5.377 0.459 -1.245 0.103
H 5.002 2.720 -0.788 0.134
H 3.455 2.724 -1.708 0.138
H 8.231 4.263 -2.029 0.114
H 7.843 4.209 -3.801 0.120
H 7.578 1.808 -1.778 0.080
H 7.062 1.699 -3.515 0.070
H 8.808 1.972 -3.163 0.075
H -1.848 -0.392 -1.189 0.121
H -1.158 -1.282 0.303 0.050
H -1.244 -2.653 -2.520 0.115
H -1.038 -3.391 -0.837 0.095
H -3.452 -3.452 -1.999 0.077
H -3.564 -1.741 -1.450 0.086
H -5.436 -2.700 3.962 0.113
H -5.180 -4.085 2.843 0.112
H -7.318 -4.812 2.980 0.075
H -7.526 -3.774 4.426 0.079
H -8.118 -3.217 2.765 0.064
H -7.727 -1.439 1.636 0.108
H -6.365 -0.515 0.930 0.116
H -6.237 -0.678 4.037 0.064
H -7.612 0.285 3.239 0.076
H -5.895 0.651 2.873 0.046
C -0.110 4.816 -3.781 -0.564
O -1.303 4.879 -4.371 -0.440
H 0.656 4.140 -4.246 -0.003
H 0.471 5.768 -3.700 0.020
H -0.084 4.463 -2.718 0.016

=====

73
Properties=species:S:1:pos:R:3:nbo_charge:R:1 method="wB97M-V/def2-TZVPD" smiles="CCCCN(CCCC)CCNC(=O)CN1C(=O)COc2ccc(S(=O)(=O)N3CCOCC3)cc21" e_above_lowest_kcal_mol=6.24 orbital_gap_ev=9.1 charge=0
C -2.893 -1.577 -3.132 -0.611
C -1.731 -1.024 -2.313 -0.396
C -1.463 0.459 -2.563 -0.405
C -2.562 1.358 -1.991 -0.219
N -2.721 1.172 -0.554 -0.472
C -4.101 1.294 -0.111 -0.204
C -4.737 2.688 -0.217 -0.425
C -6.213 2.656 0.169 -0.389
C -6.851 4.037 0.081 -0.598
C -1.761 1.982 0.185 -0.235
C -1.726 1.645 1.675 -0.237
N -1.455 0.242 1.890 -0.615
C -0.425 -0.177 2.641 0.664
O 0.297 0.565 3.275 -0.633
C -0.221 -1.694 2.698 -0.326
N -0.479 -2.421 1.470 -0.433
C -1.418 -3.408 1.471 0.661
O -2.126 -3.645 2.424 -0.587
C -1.548 -4.158 0.153 -0.160
O -0.333 -4.329 -0.548 -0.472
C 0.423 -3.203 -0.636 0.303
C 1.295 -3.056 -1.708 -0.251
C 2.029 -1.889 -1.854 -0.201
C 1.891 -0.892 -0.911 -0.265
S 2.619 0.730 -1.080 2.314
O 1.528 1.662 -1.166 -0.954
O 3.583 0.711 -2.144 -0.940
N 3.323 0.895 0.425 -0.686
C 4.688 0.417 0.505 -0.255
C 5.670 1.512 0.076 -0.092
O 5.471 2.691 0.825 -0.522
C 4.158 3.183 0.667 -0.087
C 3.123 2.153 1.121 -0.259
C 1.081 -1.049 0.196 -0.227
C 0.338 -2.207 0.351 0.089
H -2.985 -2.652 -2.985 0.203
H -2.732 -1.393 -4.192 0.203
H -3.833 -1.116 -2.842 0.197
H -0.828 -1.586 -2.558 0.201
H -1.937 -1.158 -1.249 0.193
H -1.393 0.642 -3.637 0.201
H -0.502 0.729 -2.121 0.222
H -3.507 1.108 -2.476 0.192
H -2.327 2.404 -2.238 0.180
H -4.689 0.592 -0.709 0.194
H -4.162 0.954 0.927 0.186
H -4.212 3.384 0.440 0.195
H -4.638 3.055 -1.241 0.199
H -6.311 2.275 1.188 0.194
H -6.745 1.968 -0.493 0.194
H -6.350 4.732 0.750 0.201
H -7.902 3.991 0.357 0.209
H -6.779 4.426 -0.932 0.201
H -1.961 3.061 0.080 0.174
H -0.775 1.788 -0.244 0.229
H -2.670 1.913 2.160 0.191
H -0.923 2.204 2.160 0.242
H -1.991 -0.403 1.331 0.412
H -0.906 -2.104 3.449 0.275
H 0.807 -1.871 3.027 0.230
H -1.937 -5.158 0.353 0.232
H -2.273 -3.618 -0.478 0.201
H 1.364 -3.857 -2.426 0.237
H 2.684 -1.735 -2.696 0.245
H 4.776 -0.451 -0.150 0.222
H 4.880 0.121 1.541 0.209
H 6.701 1.206 0.259 0.197
H 5.526 1.712 -0.995 0.187
H 4.099 4.090 1.271 0.200
H 3.973 3.428 -0.391 0.169
H 2.115 2.496 0.890 0.240
H 3.210 1.960 2.194 0.215
H 1.050 -0.248 0.912 0.253

=====

80
Properties=species:S:1:pos:R:3:lowdin_charge:R:1 method="wB97M-V/def2-TZVPD" smiles="CCOCC[C@]1(C)[N@@H+](c2ccccc2)[C@](O)(CCF)[C@](CN)(CC(=O)O)N(B(C)O)[C@]1(C[C@H](O)C(F)(F)F)P(O)Cl" orbital_gap_ev=9.0 charge=+1
C 5.343 -1.090 2.906 -0.058
C 4.535 -0.771 1.661 -0.275
O 3.548 0.197 1.974 -0.146
C 3.100 0.960 0.861 -0.189
C 1.611 1.232 1.010 -0.103
C 0.596 0.254 0.363 -0.320
C 1.283 -1.105 0.237 0.021
N 0.247 0.845 -1.003 0.102
C 1.374 1.403 -1.770 -0.203
C 1.460 2.794 -1.843 -0.008
C 2.489 3.403 -2.553 -0.039
C 3.446 2.639 -3.220 -0.036
C 3.337 1.248 -3.176 -0.031
C 2.313 0.639 -2.453 -0.040
C -0.700 0.013 -1.839 -0.345
O 0.013 -1.091 -2.270 0.042
C -1.099 0.867 -3.077 -0.049
C -0.245 0.750 -4.330 -0.158
F -1.057 0.293 -5.364 -0.039
C -1.966 -0.329 -0.968 -0.281
C -2.676 -1.509 -1.667 -0.150
N -1.999 -2.818 -1.504 0.053
C -2.986 0.888 -1.001 -0.046
C -4.209 0.773 -1.876 -0.509
O -5.170 0.204 -1.464 0.149
O -4.241 1.408 -3.076 0.111
N -1.668 -0.657 0.410 0.070
B -2.798 -1.373 1.105 -0.603
C -2.676 -2.876 1.540 0.022
O -4.022 -0.771 1.310 0.096
C -0.722 0.114 1.214 -0.414
C -0.322 -0.672 2.477 -0.080
C -1.117 -0.494 3.759 -0.283
O -0.712 0.647 4.479 -0.014
C -0.819 -1.701 4.678 -0.597
F 0.491 -1.918 4.792 0.174
F -1.279 -1.444 5.910 0.162
F -1.425 -2.810 4.269 0.167
P -1.329 1.920 1.537 0.702
O -0.378 2.596 2.637 -0.327
Cl -3.093 1.760 2.608 0.425
H 5.789 -2.073 2.802 0.078
H 6.165 -0.384 2.993 0.077
H 4.726 -1.040 3.795 0.080
H 5.225 -0.434 0.887 0.121
H 4.051 -1.691 1.318 0.111
H 3.421 0.488 -0.064 0.106
H 3.607 1.926 0.910 0.138
H 1.490 1.222 2.084 0.108
H 1.394 2.266 0.760 0.106
H 1.842 -1.352 1.126 0.092
H 1.908 -1.175 -0.641 0.082
H 0.511 -1.862 0.111 0.101
H -0.330 1.670 -0.789 0.113
H 0.748 3.436 -1.338 0.130
H 2.571 4.477 -2.590 0.116
H 4.243 3.128 -3.752 0.114
H 4.040 0.623 -3.703 0.118
H 2.262 -0.435 -2.453 0.112
H -0.433 -1.539 -2.992 0.123
H -2.096 0.593 -3.391 0.103
H -1.182 1.911 -2.791 0.127
H 0.613 0.093 -4.282 0.111
H 0.107 1.733 -4.632 0.131
H -3.701 -1.643 -1.341 0.122
H -2.735 -1.312 -2.736 0.133
H -1.687 -3.171 -2.398 0.077
H -2.669 -3.511 -1.203 0.073
H -3.410 1.021 -0.015 0.072
H -2.492 1.838 -1.189 0.104
H -4.511 0.760 -3.740 0.138
H -3.174 -3.073 2.484 0.076
H -1.672 -3.279 1.493 0.068
H -3.255 -3.418 0.790 0.072
H -4.588 -0.733 0.524 0.098
H -0.282 -1.740 2.285 0.123
H 0.702 -0.457 2.767 0.129
H -2.201 -0.507 3.664 0.128
H -1.466 1.223 4.648 0.087
H -0.007 2.007 3.316 0.050

=====

84
Properties=species:S:1:pos:R:3:lowdin_charge:R:1 method="wB97M-V/def2-TZVPD" orbital_gap_ev=6.0 charge=-1
C 2.933 -1.784 -0.252 -0.107
C 2.661 -0.294 -0.068 -0.241
C 1.436 0.294 -0.781 -0.217
C 1.248 -0.034 -2.265 -0.189
C 0.544 -1.375 -2.614 -0.189
C -0.202 -2.069 -1.468 -0.235
C -1.436 -2.873 -1.902 -0.198
C -2.252 -3.333 -0.672 -0.211
C -3.709 -2.848 -0.640 -0.220
C -4.377 -3.167 0.716 -0.261
C -4.497 -1.968 1.679 -0.215
B -5.603 -0.772 1.386 -0.828
S -6.718 -1.237 -0.147 0.604
C -4.961 0.727 1.200 -0.330
F -4.166 1.051 2.353 -0.110
C -4.125 1.041 -0.056 -0.210
C -2.605 0.826 0.086 -0.087
H 2.147 -2.396 0.190 0.043
H 3.089 -2.051 -1.301 0.071
H 3.858 -2.040 0.277 0.070
H 2.507 -0.094 0.999 0.090
H 3.540 0.288 -0.363 0.085
H 0.535 0.054 -0.214 0.074
H 1.542 1.384 -0.706 0.107
H 2.235 -0.010 -2.748 0.099
H 0.680 0.785 -2.716 0.100
H -0.180 -1.158 -3.411 0.100
H 1.265 -2.070 -3.056 0.099
H -0.562 -1.342 -0.744 0.066
H 0.493 -2.755 -0.973 0.097
H -2.058 -2.198 -2.503 0.107
H -1.143 -3.732 -2.514 0.105
H -2.246 -4.429 -0.623 0.105
H -1.756 -2.980 0.243 0.094
H -3.725 -1.768 -0.807 0.082
H -4.268 -3.299 -1.468 0.108
H -5.349 -3.647 0.565 0.084
H -3.743 -3.929 1.199 0.094
H -3.491 -1.533 1.799 0.063
H -4.744 -2.387 2.665 0.082
H -6.346 -0.682 2.360 0.050
H -7.533 -0.174 -0.200 -0.204
H -5.785 1.454 1.223 0.106
H -4.291 2.085 -0.351 0.093
H -4.507 0.433 -0.880 0.073
H -2.319 0.603 1.113 0.047
H -2.258 0.006 -0.544 0.046
H -2.048 1.716 -0.227 0.067
C -1.873 -0.717 3.786 -0.048
C -1.744 -0.527 5.303 -0.434
C -0.839 0.599 5.816 -0.307
F 0.442 0.408 5.450 0.093
F -0.887 0.613 7.169 0.086
F -1.414 -1.687 5.906 0.133
F -2.993 -0.171 5.734 0.106
O -1.078 -1.720 3.182 0.058
C 0.177 -1.492 2.698 -0.536
C 1.224 -2.416 3.343 -0.278
F 1.263 -2.276 4.681 0.103
F 2.443 -2.111 2.838 0.090
F 0.538 -0.200 2.770 0.154
F 0.169 -1.836 1.391 0.120
H -2.894 -1.070 3.642 0.127
H -1.787 0.236 3.263 0.134
H -1.185 1.566 5.442 0.173
H 0.981 -3.450 3.090 0.175
C 6.365 4.398 -2.840 -0.042
C 5.991 3.148 -2.031 -0.444
C 5.762 1.835 -2.790 -0.310
F 4.742 1.949 -3.660 0.098
F 5.449 0.877 -1.895 0.099
F 4.941 3.405 -1.232 0.145
F 7.076 2.896 -1.236 0.095
O 5.327 5.308 -3.152 0.051
C 4.585 5.220 -4.295 -0.548
C 3.095 4.983 -4.003 -0.290
F 2.924 3.864 -3.282 0.107
F 2.450 4.844 -5.181 0.102
F 5.072 4.310 -5.152 0.154
F 4.656 6.426 -4.913 0.135
H 7.015 4.961 -2.173 0.148
H 6.948 4.132 -3.722 0.146
H 6.666 1.540 -3.330 0.172
H 2.685 5.836 -3.459 0.175

=====

Question: Look up the charge of the third one.
Answer: -1

=====

Question: Look up the charge of the fifth one.
Answer: +1